# 1
9 unconnected molecules or ions with the total composition C18H54O9 in a non-equilibrium geometry. Source: the OMol25 dataset; level of theory: ωB97M-V with the def2-TZVPD basis set.

Each line ends with the Mulliken charge.
Atoms and positions in Å:
C  26.90  4.49  -2.70  -1.00
C  28.40  4.65  -2.93  -0.19
O  28.95  4.40  -1.67  -0.52
H  26.52  5.05  -1.85  0.28
H  26.63  3.48  -2.41  0.29
H  26.51  4.69  -3.70  0.31
H  28.65  5.64  -3.30  0.23
H  28.93  4.01  -3.64  0.31
H  29.83  4.03  -1.76  0.30
C  23.27  2.37  11.05  -1.03
C  23.15  3.79  10.53  -0.19
O  22.63  3.79  9.28  -0.51
H  23.65  2.47  12.07  0.32
H  23.91  1.73  10.45  0.31
H  22.25  1.97  11.11  0.27
H  24.13  4.25  10.46  0.30
H  22.47  4.31  11.21  0.22
H  22.84  4.63  8.87  0.31
C  18.01  -0.12  5.92  -1.09
C  17.79  -0.35  7.32  -0.12
O  18.36  -1.57  7.76  -0.53
H  19.05  -0.13  5.61  0.31
H  17.52  0.77  5.51  0.31
H  17.63  -0.91  5.27  0.33
H  16.72  -0.51  7.51  0.23
H  18.11  0.46  7.97  0.28
H  18.02  -2.28  7.21  0.29
C  25.39  10.87  -3.98  -1.01
C  25.89  10.96  -5.41  -0.21
O  26.84  12.03  -5.51  -0.51
H  24.61  10.12  -3.81  0.33
H  25.06  11.85  -3.65  0.28
H  26.25  10.62  -3.36  0.26
H  25.08  11.06  -6.13  0.28
H  26.42  10.06  -5.73  0.27
H  27.23  11.79  -6.36  0.31
C  16.74  13.77  2.27  -0.94
C  15.79  14.83  2.90  -0.27
O  15.46  14.47  4.22  -0.50
H  17.70  13.64  2.77  0.26
H  16.86  14.00  1.21  0.29
H  16.21  12.83  2.40  0.32
H  14.82  15.04  2.44  0.27
H  16.27  15.80  2.84  0.28
H  15.23  13.55  4.13  0.29
C  21.53  12.50  9.25  -0.96
C  20.10  12.21  9.02  -0.26
O  19.32  13.38  9.34  -0.50
H  21.82  13.32  8.60  0.26
H  22.17  11.64  9.04  0.32
H  21.61  12.72  10.32  0.26
H  19.79  11.31  9.56  0.23
H  19.84  11.93  8.00  0.32
H  18.71  13.39  8.60  0.33
C  13.96  6.66  10.81  -1.10
C  15.22  6.02  10.24  -0.14
O  15.68  6.83  9.16  -0.52
H  13.59  6.22  11.74  0.36
H  13.09  6.60  10.15  0.29
H  14.22  7.67  11.13  0.29
H  15.06  5.00  9.88  0.28
H  15.95  6.09  11.04  0.24
H  16.52  6.46  8.90  0.30
C  31.07  9.22  3.15  -0.91
C  29.99  9.33  2.11  -0.21
O  28.96  8.43  2.38  -0.52
H  31.43  8.19  3.09  0.25
H  30.60  9.28  4.13  0.26
H  31.94  9.88  3.09  0.33
H  30.38  9.25  1.10  0.27
H  29.57  10.33  2.14  0.23
H  29.02  7.59  1.92  0.30
C  20.30  6.88  3.08  -1.11
C  21.78  7.11  2.75  -0.12
O  22.48  7.42  3.96  -0.51
H  19.81  7.82  3.36  0.28
H  20.08  6.32  3.99  0.32
H  19.72  6.43  2.27  0.33
H  21.71  8.01  2.13  0.21
H  22.24  6.23  2.30  0.31
H  23.40  7.43  3.67  0.30

Properties
orbital gap: 10.462 eV
LUMO: 0.34 eV
ΔE to the lowest compared entry with this formula, charge and spin: 536.5 kJ/mol
SMILES: CCO.CCO.CCO.CCO.CCO.CCO.CCO.CCO.CCO


# 2
A molecular structure, C24H18EuN8O2S4 in a non-equilibrium geometry. Source: the OMol25 dataset; level of theory: ωB97M-V with the def2-TZVPD basis set.

Each line ends with the natural charge from an NBO analysis.
Atoms and positions in Å:
Eu  -0.26  0.08  -0.36  1.61
N  3.52  0.32  2.88  -0.79
C  2.44  0.04  2.06  0.26
S  1.33  1.35  1.80  -0.32
N  2.43  -1.18  1.61  -0.32
N  1.33  -1.49  0.81  -0.37
C  1.32  -2.73  0.47  -0.06
C  0.36  -3.40  -0.42  -0.16
C  0.80  -4.60  -1.00  -0.20
C  0.02  -5.30  -1.90  -0.25
C  -1.25  -4.80  -2.21  -0.22
C  -1.71  -3.63  -1.64  -0.31
C  -0.92  -2.91  -0.73  0.44
O  -1.39  -1.80  -0.19  -0.82
H  3.77  1.30  2.93  0.39
H  4.29  -0.32  2.76  0.38
H  2.16  -3.33  0.81  0.17
H  1.79  -4.96  -0.75  0.19
H  0.38  -6.21  -2.36  0.20
H  -1.87  -5.32  -2.93  0.19
H  -2.68  -3.23  -1.88  0.21
O  -2.22  1.06  -1.33  -0.63
N  -3.27  0.42  -0.82  0.00
C  -4.08  -0.20  -1.70  0.04
C  -5.16  -0.92  -1.27  -0.28
C  -5.39  -1.00  0.10  -0.18
C  -4.54  -0.38  0.97  -0.24
C  -3.42  0.36  0.53  0.06
S  -2.25  1.07  1.57  -0.28
H  -3.76  -0.09  -2.73  0.24
H  -5.79  -1.42  -2.00  0.22
H  -6.23  -1.57  0.48  0.21
H  -4.68  -0.45  2.04  0.23
N  3.59  2.17  -2.23  -0.53
C  4.15  0.92  -2.45  0.08
C  5.33  0.53  -3.07  -0.24
C  5.55  -0.83  -3.15  -0.21
C  4.64  -1.76  -2.63  -0.24
C  3.48  -1.35  -2.01  -0.13
C  3.24  0.02  -1.91  0.15
N  2.16  0.70  -1.36  -0.45
C  2.41  1.96  -1.59  0.39
C  1.46  3.03  -1.25  0.10
C  1.66  4.37  -1.21  -0.44
S  0.22  5.14  -0.71  0.45
C  -0.56  3.62  -0.63  -0.09
N  0.19  2.62  -0.93  -0.43
H  3.91  3.05  -2.60  0.41
H  6.03  1.24  -3.49  0.21
H  6.45  -1.19  -3.64  0.21
H  4.83  -2.82  -2.74  0.21
H  2.75  -2.07  -1.64  0.24
H  2.57  4.92  -1.40  0.24
H  -1.60  3.48  -0.34  0.27
S  0.82  -1.80  -5.04  -0.34
C  0.31  -1.10  -3.64  0.21
N  -0.05  -0.59  -2.65  -0.67

Properties
expectation value of S²: 12.032
orbital gap (alpha / beta): 3.681 / 5.210 eV
multiplicity: 7
LUMO (alpha / beta): 1.95 / 0.58 eV
ΔE to the lowest compared entry with this formula, charge and spin: 461.2 kJ/mol
net charge: -1


# 3
12 unconnected molecules or ions with the total composition CH25NO13 in a non-equilibrium geometry. Source: the OMol25 dataset; level of theory: ωB97M-V with the def2-TZVPD basis set.

Each line ends with the natural charge from an NBO analysis.
Atoms and positions in Å:
N  32.69  5.84  37.90  -0.77
H  33.08  6.64  38.15  0.46
H  32.65  4.98  38.37  0.45
H  33.20  5.48  37.28  0.44
H  31.79  5.96  37.79  0.42
C  36.73  5.86  36.30  0.95
O  37.29  4.81  35.76  -0.87
O  37.48  6.39  37.26  -0.79
O  35.65  6.32  35.96  -0.79
H  38.37  6.02  37.59  0.54
O  39.37  5.50  40.60  -1.00
H  39.74  4.50  40.72  0.44
H  39.46  5.47  39.47  0.48
O  37.11  8.88  35.89  -0.91
H  36.18  9.01  35.42  0.44
H  37.02  8.04  36.19  0.46
O  35.94  3.16  33.67  -0.95
H  35.65  3.71  32.95  0.46
H  36.32  3.93  34.14  0.48
O  34.05  5.95  33.67  -0.96
H  34.80  6.28  34.14  0.49
H  33.77  5.19  34.26  0.47
O  39.80  5.10  38.07  -0.92
H  39.38  4.16  37.88  0.52
H  40.62  5.04  37.77  0.51
O  34.86  3.57  37.24  -0.96
H  35.51  4.12  36.92  0.48
H  35.50  2.89  37.65  0.48
O  39.51  5.05  34.14  -0.99
H  38.64  4.92  34.64  0.51
H  39.14  5.63  33.38  0.47
O  40.78  6.92  35.96  -0.99
H  40.67  6.34  35.12  0.51
H  39.87  6.97  36.38  0.46
O  32.99  8.23  36.20  -0.95
H  34.02  8.45  35.74  0.50
H  33.00  8.89  36.83  0.46
O  35.45  6.57  39.15  -1.00
H  36.16  6.77  39.80  0.49
H  35.97  6.46  38.33  0.49

Properties
orbital gap: 9.110 eV
LUMO: -0.75 eV
ΔE to the lowest compared entry with this formula, charge and spin: 606.1 kJ/mol